# 1
Here is a single C8H11NO3S molecule at a distorted geometry from the Open Molecules 2025 dataset. Energies are from the ωB97M-V functional and the def2-TZVPD basis.

Results
DFT total energy (eV): -26938.59236
E_HOMO (alpha / beta) (eV): -9.449 / -9.449
HOMO-LUMO gap (alpha / beta) (eV): 7.9 / 7.9
F_max (Eh/bohr): 0.08836

Last column: natural (NBO) charge in e.
Positions of all 24 atoms, in Å:
C: 1.248 -0.293 -0.407  0.3743
C: 0.667 -1.079 -1.507  -0.3746
C: -0.571 -0.242 1.221  0.7071
C: -1.286 1.039 1.802  -0.4126
C: -0.832 2.352 1.160  0.4556
C: 2.700 0.045 -0.483  -0.6451
C: 1.488 -2.119 -2.179  -0.6336
C: -2.749 0.789 1.484  -0.5986
N: 0.481 0.167 0.508  -0.4906
O: -0.877 -1.412 1.406  -0.6032
O: -0.117 3.157 1.685  -0.5045
O: -1.708 -0.239 -1.374  -0.9004
S: -0.908 -1.298 -1.971  1.2396
H: -1.083 0.860 2.853  0.2410
H: -1.289 2.513 0.169  0.1118
H: 2.659 1.038 -1.078  0.2512
H: 3.161 -0.788 -0.977  0.2217
H: 3.097 0.178 0.429  0.2374
H: 0.758 -2.777 -2.839  0.2233
H: 2.189 -2.746 -1.498  0.2272
H: 2.090 -1.668 -2.839  0.2132
H: -2.935 -0.208 1.830  0.2460
H: -2.873 1.133 0.506  0.2186
H: -3.309 1.600 2.099  0.1950

=====

# 2
Here is a single C8H11NOS molecule at a distorted geometry from the Open Molecules 2025 dataset. Energies are from the ωB97M-V functional and the def2-TZVPD basis.

Results
SMILES: COC(=C(C)C)c1nccs1
DFT total energy (eV): -22844.95208
E_HOMO (eV): -8.009
HOMO-LUMO gap (eV): 8.7
F_max (Eh/bohr): 0.09305

Last column: natural (NBO) charge in e.
Positions of all 22 atoms, in Å:
C: 0.197 -2.380 1.337  -0.2478
O: 0.424 -1.929 -0.019  -0.5250
C: 0.182 -0.542 -0.095  0.1741
C: 1.265 0.304 -0.410  0.0633
C: 2.576 -0.250 -0.921  -0.6516
C: 1.194 1.794 -0.577  -0.6567
C: -1.128 0.015 0.009  0.0398
N: -1.355 1.209 0.473  -0.4456
C: -2.735 1.464 0.403  -0.0428
C: -3.581 0.482 -0.099  -0.4388
S: -2.569 -0.836 -0.619  0.3625
H: 0.829 -1.829 1.974  0.1814
H: 0.430 -3.435 1.190  0.1973
H: -0.846 -2.330 1.627  0.1782
H: 2.464 -1.339 -1.361  0.2425
H: 3.287 -0.317 -0.096  0.2241
H: 2.884 0.539 -1.645  0.2152
H: 1.848 2.137 0.273  0.2284
H: 1.944 2.035 -1.429  0.2006
H: 0.294 2.422 -0.543  0.2635
H: -3.016 2.404 0.765  0.2040
H: -4.588 0.381 -0.239  0.2332

=====

# 3
Here is 2 unconnected molecules or ions with the total composition C8H11NOS at a distorted geometry from the Open Molecules 2025 dataset. Energies are from the ωB97M-V functional and the def2-TZVPD basis.

Results
DFT total energy (eV): -22840.96200
E_HOMO (alpha / beta) (eV): -8.417 / -8.419
HOMO-LUMO gap (alpha / beta) (eV): 7.5 / 7.5
F_max (Eh/bohr): 0.13343

Last column: natural (NBO) charge in e.
Positions of all 22 atoms, in Å:
C: 2.261 -1.417 -0.166  -0.1323
C: 1.928 -0.329 -1.006  -0.2351
C: 1.997 -1.413 1.209  -0.2323
C: 1.413 0.786 -0.448  -0.1685
C: 1.195 -0.381 1.672  -0.1220
C: 0.965 0.758 0.903  -0.2833
C: 0.141 1.739 1.522  -0.0819
C: -1.671 0.758 -1.598  -0.8063
N: -3.299 -0.178 0.366  -1.0237
O: -1.305 -1.512 -0.344  -0.9797
S: -1.586 -0.163 0.028  1.4311
H: 2.948 -2.175 -0.687  0.2212
H: 2.150 -0.380 -2.046  0.2184
H: 2.214 -2.263 1.791  0.2230
H: 1.032 1.551 -1.184  0.2112
H: 0.503 -0.349 2.555  0.2452
H: 0.511 2.698 1.104  0.0985
H: -1.398 1.752 -1.335  0.2186
H: -0.681 0.495 -2.105  0.2245
H: -2.421 0.494 -2.177  0.2281
H: -3.497 0.539 1.073  0.3712
H: -3.400 -1.011 0.873  0.3738

=====

# 4
Here is a single C8H11NS molecule at a distorted geometry from the Open Molecules 2025 dataset. Energies are from the ωB97M-V functional and the def2-TZVPD basis.

Results
SMILES: C=C1S/C(=C\C)C(=C)N1C
DFT total energy (eV): -20797.18791
E_HOMO (eV): -7.848
HOMO-LUMO gap (eV): 8.8
F_max (Eh/bohr): 0.07271

Last column: natural (NBO) charge in e.
Positions of all 21 atoms, in Å:
C: -0.391 1.280 2.704  -0.5418
C: -0.330 0.779 1.481  0.0698
S: -0.158 1.865 0.042  0.3523
C: 0.244 0.550 -0.928  -0.2410
C: 0.624 0.571 -2.209  -0.2028
C: 0.898 1.807 -2.949  -0.6472
C: -0.163 -0.851 -0.232  0.2223
C: -0.189 -2.014 -0.887  -0.5278
N: -0.355 -0.590 1.163  -0.4437
C: -0.582 -1.658 2.100  -0.4102
H: -0.338 2.360 2.977  0.2195
H: -0.670 0.798 3.660  0.2119
H: 0.769 -0.442 -2.540  0.2078
H: 1.561 1.657 -3.779  0.2247
H: 1.423 2.472 -2.249  0.2237
H: -0.135 2.284 -3.350  0.2193
H: -0.380 -2.897 -0.263  0.2165
H: -0.056 -1.944 -1.930  0.2161
H: 0.373 -2.188 2.306  0.1970
H: -0.890 -1.405 3.073  0.2235
H: -1.255 -2.435 1.810  0.2101

=====

# 5
Here is 2 unconnected molecules or ions with the total composition C8H11NS at a distorted geometry from the Open Molecules 2025 dataset. Energies are from the ωB97M-V functional and the def2-TZVPD basis.

Results
DFT total energy (eV): -20791.65902
E_HOMO (alpha / beta) (eV): -8.027 / -8.025
HOMO-LUMO gap (alpha / beta) (eV): 7.4 / 7.4
F_max (Eh/bohr): 0.08633

Last column: natural (NBO) charge in e.
Positions of all 21 atoms, in Å:
C: 1.669 0.729 -0.898  -0.2735
C: 1.390 -0.778 0.910  -0.2471
C: 3.069 0.379 -0.896  0.0578
C: 2.740 -0.929 0.907  0.0129
C: 0.857 0.145 0.019  -0.1729
C: -1.345 0.654 1.655  -0.9460
C: -1.559 -0.684 -0.736  -0.6327
C: -3.047 -0.698 -0.610  -0.6413
N: 3.578 -0.431 0.020  -0.4019
S: -0.911 0.630 0.056  1.1857
H: 1.184 1.538 -1.439  0.2369
H: 0.711 -1.056 1.868  0.2662
H: 3.685 0.799 -1.711  0.1994
H: 3.312 -1.640 1.523  0.2059
H: -2.463 0.489 1.496  0.2175
H: -0.913 1.660 1.980  0.2283
H: -1.163 -0.875 -1.726  0.2324
H: -3.437 -1.768 -0.436  0.2294
H: -3.541 -0.282 -1.471  0.2110
H: -3.456 -0.135 0.330  0.2041
H: -0.360 2.252 -0.840  -0.1719

=====

# 6
Here is a single C8H11NS molecule at a distorted geometry from the Open Molecules 2025 dataset. Energies are from the ωB97M-V functional and the def2-TZVPD basis.

Results
SMILES: CC#C[C@@H](C)C1=NCCS1
DFT total energy (eV): -20793.68771
E_HOMO (eV): -9.174
HOMO-LUMO gap (eV): 9.9
F_max (Eh/bohr): 0.08688

Last column: natural (NBO) charge in e.
Positions of all 21 atoms, in Å:
C: 3.190 0.222 -3.213  -0.6778
C: 2.304 -0.290 -2.177  -0.0841
C: 1.188 -0.395 -1.691  0.0086
C: -0.316 -0.772 -0.656  -0.2173
C: 0.256 -1.372 0.768  -0.5747
C: -1.362 0.118 0.119  0.1332
N: -2.210 -0.434 0.853  -0.4477
C: -2.681 0.599 1.753  -0.2469
C: -1.332 1.272 2.266  -0.5084
S: -0.726 1.715 0.546  0.2046
H: 3.768 -0.578 -3.688  0.2334
H: 3.802 0.934 -2.682  0.2342
H: 2.608 0.849 -4.063  0.2303
H: -0.765 -1.692 -0.974  0.2353
H: 1.287 -1.636 0.695  0.2162
H: -0.388 -2.138 1.145  0.2203
H: 0.259 -0.559 1.481  0.1945
H: -3.311 0.119 2.550  0.2063
H: -3.151 1.274 1.146  0.1969
H: -1.651 2.113 2.891  0.2256
H: -0.769 0.653 2.931  0.2177

=====

# 7
Here is a single C8H11NS2 molecule at a distorted geometry from the Open Molecules 2025 dataset. Energies are from the ωB97M-V functional and the def2-TZVPD basis.

Results
SMILES: C[C@@]1(c2nccs2)CCCS1
DFT total energy (eV): -31633.90154
E_HOMO (eV): -8.414
HOMO-LUMO gap (eV): 9.1
F_max (Eh/bohr): 0.07491

Last column: natural (NBO) charge in e.
Positions of all 22 atoms, in Å:
C: -0.464 2.194 -0.231  -0.6347
C: -0.261 0.772 0.124  -0.1407
C: 0.598 -0.078 -1.033  0.0712
N: 0.476 0.241 -2.280  -0.4757
C: 0.898 -0.785 -3.052  -0.0330
C: 1.459 -1.897 -2.437  -0.4517
S: 1.353 -1.606 -0.699  0.3690
C: 0.425 0.616 1.497  -0.4300
C: -0.504 -0.212 2.424  -0.4264
C: -1.231 -1.066 1.429  -0.5373
S: -1.861 -0.105 0.035  0.2379
H: 0.432 2.747 0.015  0.2112
H: -1.348 2.593 0.260  0.2263
H: -0.718 2.298 -1.234  0.2354
H: 0.873 -0.737 -4.120  0.2060
H: 1.733 -2.866 -2.835  0.2452
H: 0.464 1.660 1.886  0.2218
H: 1.459 0.286 1.367  0.2279
H: 0.017 -0.716 3.183  0.2203
H: -1.250 0.264 2.966  0.2131
H: -0.569 -1.777 0.915  0.2093
H: -1.980 -1.826 1.821  0.2350

=====

# 8
Here is a gas-phase ion, C8H11O2S (charge -1) at a distorted geometry from the Open Molecules 2025 dataset. Energies are from the ωB97M-V functional and the def2-TZVPD basis.

Results
SMILES: C=C(C)/C=C/C(=C)[S@@](=C)(=O)[O-]
DFT total energy (eV): -23401.00182
E_HOMO (eV): -3.264
HOMO-LUMO gap (eV): 5.9
F_max (Eh/bohr): 0.11725
Charge: -1

Last column: natural (NBO) charge in e.
Positions of all 22 atoms, in Å:
C: 1.428 -3.015 -0.525  -0.4299
C: 1.098 -1.920 0.206  -0.0132
C: 1.617 -1.653 1.581  -0.6541
C: 0.216 -0.907 -0.375  -0.2164
C: 0.032 0.459 0.037  -0.2321
C: -0.785 1.362 -0.613  -0.2552
C: -1.676 1.103 -1.645  -0.3680
S: -0.612 3.192 0.109  2.0997
C: 0.739 3.253 1.206  -1.1373
O: -0.470 4.056 -1.038  -0.9984
O: -1.828 3.420 0.868  -1.0126
H: 2.173 -3.748 -0.283  0.1863
H: 1.139 -3.042 -1.540  0.1826
H: 0.884 -1.032 2.196  0.2351
H: 2.663 -1.034 1.486  0.2204
H: 2.005 -2.511 2.185  0.2165
H: -0.293 -1.262 -1.249  0.1847
H: 0.672 0.929 0.857  0.2546
H: -2.155 1.756 -2.275  0.2048
H: -1.464 0.120 -2.042  0.1578
H: 1.644 2.915 0.677  0.1812
H: 0.466 2.879 2.151  0.1933

=====

# 9
Here is a single C8H12 molecule at a distorted geometry from the Open Molecules 2025 dataset. Energies are from the ωB97M-V functional and the def2-TZVPD basis.

Results
SMILES: C=C/C=C/C(=C)CC
DFT total energy (eV): -8487.73726
E_HOMO (eV): -8.219
HOMO-LUMO gap (eV): 8.8
F_max (Eh/bohr): 0.05385

Last column: natural (NBO) charge in e.
Positions of all 20 atoms, in Å:
C: 0.232 -1.110 -3.744  -0.3966
C: -0.373 -0.799 -2.591  -0.1991
C: 0.330 -0.051 -1.547  -0.2159
C: -0.144 0.207 -0.330  -0.1876
C: 0.460 0.734 0.877  -0.0381
C: 1.034 1.943 0.765  -0.3669
C: 0.206 0.222 2.267  -0.4284
C: -0.996 -0.721 2.485  -0.6101
H: -0.271 -1.780 -4.443  0.1855
H: 0.871 -0.517 -4.395  0.2058
H: -1.340 -1.235 -2.366  0.2049
H: 1.393 0.181 -1.693  0.2043
H: -1.135 -0.246 -0.198  0.1910
H: 1.157 2.650 -0.043  0.2044
H: 1.229 2.583 1.645  0.1812
H: 0.138 1.070 2.959  0.2149
H: 1.116 -0.238 2.693  0.2205
H: -1.175 -1.278 1.563  0.2070
H: -1.896 -0.192 2.794  0.2086
H: -0.835 -1.423 3.302  0.2148

=====

# 10
Here is a molecular structure, C8H12 at a distorted geometry from the Open Molecules 2025 dataset. Energies are from the ωB97M-V functional and the def2-TZVPD basis.

Results
DFT total energy (eV): -8484.12546
E_HOMO (alpha / beta) (eV): -7.158 / -7.284
HOMO-LUMO gap (alpha / beta) (eV): 7.3 / 6.9
F_max (Eh/bohr): 0.02280

Last column: natural (NBO) charge in e.
Positions of all 20 atoms, in Å:
C: -1.224 0.330 0.418  -0.1723
C: -1.105 1.159 -0.748  -0.5712
C: -0.743 0.871 1.751  -0.6258
C: -0.132 -1.194 0.085  -0.0880
C: -0.622 -2.333 0.195  -0.1638
H: -2.174 -0.185 0.500  0.2113
H: -0.624 0.070 2.481  0.2155
H: -1.967 1.200 -1.407  0.2256
H: -0.162 0.626 -1.513  0.2435
H: -0.633 2.129 -0.603  0.2171
H: 0.218 1.374 1.644  0.2131
H: -1.469 1.584 2.149  0.2136
H: -1.319 -3.108 0.412  0.2218
C: 2.204 -0.442 0.342  -0.3812
C: 0.997 -0.220 -1.824  -0.5028
C: 1.161 -0.669 -0.475  -0.0866
H: 1.719 0.483 -2.224  0.2142
H: 0.572 -0.926 -2.532  0.2190
H: 3.156 -0.116 -0.056  0.1968
H: 2.147 -0.632 1.404  0.2004

=====

# 11
Here is a molecular structure, C8H12AlF6O6P at a distorted geometry from the Open Molecules 2025 dataset. Energies are from the ωB97M-V functional and the def2-TZVPD basis.

Results
DFT total energy (eV): -52945.01184
E_HOMO (eV): -16.785
HOMO-LUMO gap (eV): 1.8
F_max (Eh/bohr): 0.06929
Charge: +2

Last column: natural (NBO) charge in e.
Positions of all 34 atoms, in Å:
Al: 0.154 0.513 -0.014  1.3335
P: 2.800 -0.367 2.661  2.5644
F: 2.669 -1.740 3.449  -0.4442
F: 4.404 -0.660 2.508  -0.4435
F: 2.639 -1.271 1.327  -0.4990
F: 2.960 0.951 1.732  -0.5391
F: 1.176 -0.277 2.664  -0.5477
F: 2.996 0.438 4.089  -0.4778
C: 4.112 -3.461 -4.457  -0.6292
C: 3.055 -3.968 -3.436  0.0609
C: 3.491 -4.166 -2.026  -0.1214
O: 2.557 -3.456 -1.247  -0.3247
C: 1.774 -2.725 -2.049  0.9949
O: 1.004 -1.837 -1.628  -0.5273
O: 2.121 -2.883 -3.305  -0.4120
H: 4.838 -4.235 -4.708  0.2560
H: 4.721 -2.659 -4.039  0.2314
H: 3.581 -3.028 -5.304  0.2566
H: 2.377 -4.747 -3.784  0.2433
H: 4.464 -3.720 -1.821  0.2604
H: 3.594 -5.226 -1.793  0.2825
C: -6.009 3.260 2.486  -0.6392
C: -5.214 3.740 1.225  0.0613
C: -4.257 4.856 1.601  -0.1068
O: -3.024 4.308 1.227  -0.3672
C: -3.112 3.051 0.727  1.0079
O: -2.131 2.361 0.381  -0.6570
O: -4.429 2.707 0.708  -0.3852
H: -6.779 2.534 2.227  0.2591
H: -6.575 4.031 3.008  0.2572
H: -5.375 2.799 3.244  0.2410
H: -5.781 4.072 0.356  0.2642
H: -4.290 4.930 2.688  0.2682
H: -4.512 5.873 1.304  0.2788

=====

# 12
Here is a single C8H12BClO3 molecule at a distorted geometry from the Open Molecules 2025 dataset. Energies are from the ωB97M-V functional and the def2-TZVPD basis.

Results
SMILES: CCOC1=CC=C[C@H](B(O)O)[C@H]1Cl
DFT total energy (eV): -27832.44848
E_HOMO (eV): -7.609
HOMO-LUMO gap (eV): 7.8
F_max (Eh/bohr): 0.13562

Last column: natural (NBO) charge in e.
Positions of all 25 atoms, in Å:
C: 0.384 -2.941 -2.027  -0.6009
C: 0.741 -1.637 -1.338  -0.0721
O: 0.330 -1.708 0.014  -0.4873
C: 0.310 -0.500 0.554  0.3259
C: -0.185 -0.391 1.840  -0.3113
C: -0.148 0.853 2.570  -0.2052
C: 0.228 2.024 1.983  -0.1726
C: 0.212 1.970 0.502  -0.6394
B: -1.237 1.662 -0.092  1.1544
O: -1.278 1.159 -1.377  -0.9245
O: -2.393 1.761 0.620  -0.8863
C: 1.025 0.755 0.025  -0.1459
Cl: 2.802 0.602 0.739  -0.1282
H: 0.614 -2.768 -3.074  0.2103
H: 0.993 -3.907 -1.789  0.2096
H: -0.542 -3.168 -1.864  0.2005
H: 0.224 -0.839 -1.799  0.1759
H: 1.834 -1.324 -1.413  0.1830
H: -0.390 -1.246 2.399  0.2195
H: -0.362 0.882 3.625  0.2137
H: 0.335 3.001 2.392  0.2139
H: 0.676 2.863 0.033  0.2498
H: -2.016 0.753 -1.774  0.4965
H: -3.194 1.418 0.281  0.4920
H: 1.039 0.726 -1.031  0.2287